Below is a single C4H8O2 molecule, with properties calculated with ωB97M-V with the def2-TZVPD basis set.

For the LUMO energy, the calculation gives 0.42 eV. The energy relative to the best compared isomer or geometry (same formula, charge and spin) is 355.56 kJ/mol. Its HOMO energy is -8.95 eV. Its spin multiplicity is 1.

Last columns: bonded neighbours and bond lengths (Å).
Cartesian coordinates (Å):
1 C -0.1525 1.6804 0.3936  C2 1.512, H7 1.093, H8 1.094, H9 1.096
2 C -0.1408 0.1690 0.4366  C1 1.512, C3 1.529, O6 1.479, H10 1.094
3 C -0.8327 -0.4504 -0.7775  C2 1.529, O4 1.397, H11 1.097, H12 1.106
4 O -1.0280 -1.8301 -0.6847  C3 1.397, H13 0.984
5 C 1.5386 -1.4515 0.2514  O6 1.292, H14 1.109
6 O 1.2851 -0.2134 0.5211  C2 1.479, C5 1.292
7 H 0.3640 2.1013 1.2594  C1 1.093
8 H -1.1847 2.0428 0.3857  C1 1.094
9 H 0.3460 2.0333 -0.5160  C1 1.096
10 H -0.5930 -0.2307 1.3489  C2 1.094
11 H -1.8228 0.0157 -0.8472  C3 1.097
12 H -0.2742 -0.1554 -1.6860  C3 1.106
13 H -0.1466 -2.1739 -0.4152  O4 0.984
14 H 2.6415 -1.5371 0.3299  C5 1.109

=====

Below is a single C4H8O2 molecule, with properties calculated with ωB97M-V with the def2-TZVPD basis set.

For the LUMO energy, the calculation gives 1.04 eV. The energy relative to the best compared isomer or geometry (same formula, charge and spin) is 262.48 kJ/mol. Its HOMO energy is -9.54 eV. Its spin multiplicity is 1.

Last columns: bonded neighbours and bond lengths (Å).
Cartesian coordinates (Å):
1 C 1.5696 -0.4851 -0.9390  O2 1.415, H7 1.100, H8 1.089, H9 1.092
2 O 0.3350 0.1443 -1.2256  C1 1.415, C3 1.393
3 C -0.5331 -0.4065 -0.2849  O2 1.393, C4 1.535, C5 1.482, H10 1.102
4 C -0.3067 -0.1409 1.2100  C3 1.535, C5 1.498, H11 1.100, H12 1.086
5 C -1.4059 0.5382 0.4515  C3 1.482, C4 1.498, O6 1.388, H13 1.077
6 O -1.2688 1.8925 0.1783  C5 1.388, H14 0.970
7 H 1.5379 -1.5496 -1.2129  C1 1.100
8 H 1.6521 -0.4285 0.1459  C1 1.089
9 H 2.3412 -0.0010 -1.5405  C1 1.092
10 H -0.8776 -1.4072 -0.5908  C3 1.102
11 H 0.4309 0.5532 1.6399  C4 1.100
12 H -0.5468 -0.9376 1.9082  C4 1.086
13 H -2.4159 0.2421 0.6810  C5 1.077
14 H -0.5117 1.9859 -0.4211  O6 0.970